[1]
The following is a quantum chemistry calculation of C11H23INO2OsP2 as an isolated structure, from the Open Molecules 2025 dataset.

Results
HOMO-LUMO gap (alpha / beta)	0.2784 / 0.1586	Eh
⟨S²⟩	6.02
multiplicity	5
HOMO (alpha / beta)	-0.6830 / -0.6825	Ha
LUMO (alpha / beta)	-0.405 / -0.524	hartree
total charge	+3

Each line ends with the Mulliken charge.
Atoms and positions in Å:
Os  0.083  0.099  0.928  0.85
P  1.919  -1.015  1.413  0.39
C  2.329  -1.469  -0.359  -1.27
C  1.075  -1.784  -1.128  0.80
N  -0.087  -1.286  -0.647  -0.36
C  -1.299  -1.522  -1.206  0.53
C  -1.360  -2.288  -2.367  -0.80
C  -0.180  -2.817  -2.883  -0.39
C  1.046  -2.581  -2.269  -0.82
C  -2.505  -0.879  -0.568  -1.04
P  -2.002  0.553  0.497  0.46
H  2.009  -2.984  -2.585  0.52
H  -2.353  -2.402  -2.804  0.51
H  -0.215  -3.420  -3.785  0.49
H  -3.206  -0.516  -1.338  0.61
H  -3.031  -1.595  0.094  0.44
H  2.859  -0.591  -0.795  0.45
H  3.014  -2.332  -0.324  0.61
H  1.724  3.867  -1.220  0.31
O  2.464  3.492  -1.738  -0.63
H  2.344  3.939  -2.595  0.34
H  -1.414  4.803  0.934  0.27
O  -1.117  5.500  0.320  -0.59
H  -1.557  6.291  0.682  0.35
C  -2.223  1.930  -0.684  -1.06
H  -3.219  1.869  -1.135  0.46
H  -2.111  2.861  -0.122  0.29
H  -1.441  1.847  -1.444  0.41
C  -3.482  0.758  1.514  -1.09
H  -3.353  1.684  2.074  0.48
H  -4.380  0.819  0.887  0.42
H  -3.560  -0.093  2.193  0.42
C  2.042  -2.625  2.241  -1.06
H  2.986  -3.118  1.973  0.43
H  2.010  -2.404  3.311  0.42
H  1.186  -3.236  1.942  0.41
C  3.512  -0.278  1.884  -1.15
H  3.447  -0.074  2.954  0.47
H  4.331  -0.975  1.670  0.43
H  3.641  0.647  1.318  0.43
I  0.075  1.326  3.168  0.25

=====

[2]
The following is a quantum chemistry calculation of C21H19BrF2N3OPd as an isolated structure, from the Open Molecules 2025 dataset.

Results
HOMO-LUMO gap (alpha / beta)	0.3197 / 0.2405	Eh
⟨S²⟩	2.02
multiplicity	3
HOMO (alpha / beta)	-0.4247 / -0.4258	Ha
LUMO (alpha / beta)	-0.105 / -0.185	hartree
total charge	+1

Each line ends with the Mulliken charge.
Atoms and positions in Å:
Pd  -0.734  -0.073  0.032  -0.09
F  -0.409  5.243  0.033  -0.32
C  -1.149  4.153  0.257  0.48
C  -0.571  2.911  0.057  -0.30
C  -1.346  1.796  0.283  0.18
C  -2.675  1.894  0.718  -0.35
C  -3.188  3.172  0.901  0.40
F  -4.456  3.330  1.312  -0.31
C  -2.451  4.315  0.676  -0.86
C  -3.378  0.635  0.953  1.04
C  -4.670  0.471  1.434  -0.75
C  -5.175  -0.804  1.606  -0.34
C  -4.389  -1.905  1.300  -0.94
C  -3.116  -1.684  0.827  0.06
N  -2.628  -0.452  0.653  0.13
H  0.458  2.855  -0.258  0.46
H  -2.883  5.295  0.827  0.51
H  -5.266  1.335  1.675  0.53
H  -6.181  -0.937  1.984  0.45
H  -4.747  -2.916  1.426  0.43
H  -2.458  -2.504  0.585  0.35
O  1.269  -6.002  0.396  -0.49
C  0.813  -4.766  0.160  1.12
C  0.268  -4.371  -1.069  -0.44
C  -0.182  -3.082  -1.221  -0.97
N  -0.120  -2.180  -0.218  0.07
C  0.405  -2.599  0.905  0.08
Br  0.037  0.101  2.538  -0.20
C  0.890  -3.842  1.199  -0.80
H  1.174  -6.568  -0.381  0.31
H  0.200  -5.066  -1.896  0.35
H  -0.605  -2.742  -2.158  0.50
H  1.306  -4.111  2.160  0.48
C  4.271  0.053  -1.843  -1.65
C  3.555  1.221  -1.150  1.96
C  3.516  2.458  -2.059  -1.59
C  4.220  1.551  0.195  -1.56
C  2.165  0.810  -0.872  -0.35
N  1.096  0.482  -0.639  -0.21
H  5.299  0.353  -2.045  0.43
H  3.793  -0.199  -2.790  0.38
H  4.288  -0.832  -1.207  0.39
H  4.541  2.764  -2.266  0.44
H  3.002  3.290  -1.575  0.38
H  3.022  2.240  -3.006  0.40
H  5.249  1.855  0.003  0.43
H  4.231  0.683  0.855  0.39
H  3.706  2.368  0.702  0.38

=====

[3]
The following is a quantum chemistry calculation of C32H41AsBF5N7O7PPbS4 as an isolated structure, from the Open Molecules 2025 dataset.

Results
HOMO-LUMO gap	0.2119	Eh
multiplicity	1
HOMO	-0.2639	Ha
LUMO	-0.052	hartree
total charge	0

Each line ends with the Mulliken charge.
Atoms and positions in Å:
Pb  0.525  -1.472  -0.757  2.38
C  -1.100  -3.463  -3.609  -1.12
N  -1.117  -4.475  -2.557  0.29
C  -0.730  -5.793  -2.714  -0.61
C  -0.765  -6.352  -1.488  -0.43
N  -1.163  -5.388  -0.585  0.12
B  -1.266  -5.599  0.946  0.15
N  -0.067  -4.855  1.690  0.56
C  -0.086  -4.787  3.070  -0.86
C  1.004  -4.112  3.483  -0.47
N  1.699  -3.761  2.342  0.30
C  2.922  -2.970  2.298  -0.85
C  1.041  -4.232  1.246  -0.29
S  1.666  -4.044  -0.351  -0.47
C  -1.383  -4.247  -1.254  -0.33
S  -1.882  -2.732  -0.597  -0.39
H  -1.325  -3.946  -4.557  0.33
H  -0.123  -2.982  -3.671  0.41
H  -1.846  -2.706  -3.391  0.39
H  -0.451  -6.196  -3.672  0.44
H  -0.527  -7.351  -1.169  0.48
H  -1.166  -6.788  1.168  -0.19
H  -2.295  -5.119  1.369  -0.12
H  -0.887  -5.232  3.636  0.53
H  1.348  -3.850  4.469  0.44
H  3.360  -2.964  3.293  0.32
H  2.713  -1.948  1.983  0.25
H  3.615  -3.406  1.584  0.37
F  1.216  6.766  -1.446  -0.31
C  1.723  5.545  -1.420  0.50
C  0.892  4.452  -1.576  -0.13
F  -0.412  4.628  -1.746  -0.32
C  1.434  3.180  -1.541  -0.44
F  0.635  2.135  -1.674  -0.20
C  2.792  2.986  -1.365  0.71
S  3.455  1.372  -1.219  -0.03
C  3.605  4.099  -1.200  0.49
F  4.914  3.952  -1.007  -0.40
C  3.085  5.373  -1.230  0.43
F  3.874  6.431  -1.074  -0.31
O  0.813  -1.041  -5.213  -0.57
As  0.428  0.330  -4.165  0.81
O  -0.406  1.430  -5.049  -0.85
O  -0.173  -0.183  -2.703  -0.36
C  2.219  1.090  -3.867  -1.34
C  2.474  2.250  -4.495  0.10
C  3.759  2.925  -4.404  -0.43
C  4.752  2.462  -3.636  -1.32
C  4.543  1.266  -2.837  -0.65
C  3.260  0.550  -2.970  1.13
S  3.558  -1.267  -2.598  1.51
O  2.274  -1.901  -2.807  -0.74
O  4.593  -1.571  -3.547  -0.76
O  3.986  -1.171  -1.214  -0.68
H  0.361  -0.852  -6.046  0.29
H  1.701  2.658  -5.138  0.62
H  3.927  3.798  -5.024  0.49
H  5.729  2.925  -3.629  0.44
H  5.402  0.665  -2.565  0.75
O  -0.097  0.209  1.122  -0.42
P  -1.314  0.828  1.743  -0.99
N  -0.800  2.036  2.736  0.30
C  -1.718  2.846  3.552  -0.35
C  -0.836  3.978  4.079  -0.77
C  0.213  4.146  2.976  -0.63
C  0.503  2.704  2.568  -0.06
N  -2.484  1.500  0.797  0.16
C  -2.302  2.851  0.200  0.17
C  -2.881  2.739  -1.215  -0.45
C  -3.894  1.604  -1.091  -0.92
C  -3.160  0.622  -0.197  0.22
N  -2.147  -0.320  2.555  1.02
C  -1.386  -1.352  3.291  -0.20
C  -2.455  -2.064  4.115  -0.65
C  -3.490  -0.967  4.375  -0.86
C  -3.535  -0.232  3.039  -0.57
H  -2.151  2.252  4.361  0.12
H  -2.542  3.240  2.949  0.30
H  -0.347  3.675  5.007  0.31
H  -1.408  4.884  4.274  0.38
H  1.108  4.669  3.313  0.48
H  -0.218  4.698  2.134  0.16
H  1.252  2.258  3.228  0.44
H  0.866  2.602  1.546  -0.28
H  -1.254  3.161  0.204  -0.35
H  -2.866  3.582  0.782  0.28
H  -2.113  2.447  -1.929  -0.11
H  -3.322  3.679  -1.542  0.51
H  -4.149  1.162  -2.053  0.41
H  -4.810  1.950  -0.605  0.33
H  -2.430  0.068  -0.792  -0.35
H  -3.816  -0.091  0.298  0.13
H  -0.630  -0.888  3.936  0.29
H  -0.878  -2.022  2.599  -0.16
H  -2.047  -2.498  5.028  0.46
H  -2.904  -2.865  3.521  0.21
H  -3.141  -0.298  5.167  0.30
H  -4.467  -1.359  4.659  0.41
H  -3.866  0.803  3.117  0.38
H  -4.208  -0.751  2.352  0.34

=====

Relative energy (zero: lowest compared OMol25 entry of this formula, charge and spin) / kcal/mol: 0.0, 20.5, 70.5